Formula: C29H29IN7O4Zn
Source: the Open Molecules 2025 dataset
Level of theory: ωB97M-V with the def2-TZVPD basis set

Results
Kohn-Sham gap ... 0.2728 Ha
Charge ... -1
E ... -3883.96482 a.u.
LUMO energy ... 2.33 eV

Each line ends with the Löwdin charge.
Positions of all 71 atoms, in Å:
Zn -0.41652 -0.07975 -1.06968  0.6872
C 2.35875 3.40632 -0.37984  -0.0310
C 1.27738 2.49077 -0.86024  -0.2669
N 1.18912 1.27640 -0.45937  0.0060
N 2.09113 0.78270 0.40383  0.0681
C 2.04015 -0.56106 0.34920  -0.4739
O 1.40999 -1.24039 -0.48523  -0.0340
C 2.82051 -1.27103 1.41437  -0.1401
C 3.62547 -0.58678 2.32054  -0.0396
C 4.28741 -1.27683 3.32503  -0.0949
C 4.14602 -2.65459 3.43585  -0.1077
C 3.34314 -3.34014 2.53403  -0.0898
C 2.68515 -2.65082 1.52580  -0.0306
C 0.28471 2.86296 -1.89194  -0.2301
C 0.05522 4.16460 -2.33610  -0.0312
C -0.91125 4.37514 -3.30636  -0.0796
C -1.62400 3.29835 -3.81081  -0.0631
C -1.33532 2.03160 -3.31628  -0.1173
N -0.40548 1.83497 -2.39941  0.0749
H 2.35501 3.44233 0.71118  0.0649
H 2.25981 4.41492 -0.77492  0.0563
H 3.33440 3.00766 -0.66746  0.0820
H 3.71432 0.48691 2.22557  0.1002
H 4.91145 -0.73889 4.02849  0.0936
H 4.65848 -3.19158 4.22497  0.0920
H 3.22656 -4.41374 2.61958  0.0960
H 2.04827 -3.15716 0.81172  0.1177
H 0.60391 4.99764 -1.92025  0.0973
H -1.11241 5.37929 -3.65957  0.1014
H -2.38761 3.43214 -4.56491  0.0967
H -1.86193 1.13494 -3.62899  0.1061
N -1.83272 -2.63785 0.21689  0.0938
C -1.21383 -1.92200 1.10353  -0.7605
O -0.86217 -0.70521 0.94953  -0.1590
C -0.84018 -2.50776 2.46503  -0.5564
I -2.44695 -2.27221 3.87545  0.7273
H -1.78032 -1.76748 -1.89948  -0.0857
H -2.00586 -3.57155 0.57852  0.0253
H 0.00517 -1.98592 2.90189  0.0265
H -0.65951 -3.57801 2.43063  0.0315
C 0.48634 1.36378 3.26072  -0.0434
C -0.69537 2.27289 3.09409  -0.2517
C -0.57308 3.55041 2.55704  -0.0364
C -1.68596 4.36287 2.37811  -0.0296
C -2.94518 3.89998 2.72487  -0.2744
N -4.10902 4.70491 2.49610  0.1283
C -4.48895 5.20699 1.27427  -0.5662
O -5.13233 6.24189 1.17489  0.0250
N -4.10073 4.48964 0.16352  0.1331
C -3.89978 3.07433 0.12444  -0.2407
C -4.90632 2.18032 0.44780  -0.0147
C -4.62950 0.82532 0.37649  -0.0349
C -3.36498 0.41299 -0.02076  -0.1034
N -2.39704 1.27583 -0.33362  0.0896
C -2.66470 2.57151 -0.25778  -0.0665
C -3.08159 2.63002 3.27065  -0.0215
C -1.96870 1.83092 3.45111  -0.0317
H 1.41927 1.86116 3.00073  0.0649
H 0.37071 0.50231 2.59868  0.0542
H 0.55028 1.00069 4.28936  0.0848
H 0.40667 3.91275 2.26645  0.1004
H -1.58297 5.35110 1.94453  0.1173
H -4.40570 5.31136 3.24448  0.1431
H -4.43281 4.92476 -0.68295  0.1440
H -5.87861 2.54711 0.75564  0.1200
H -5.38030 0.08547 0.61974  0.1046
H -3.11150 -0.63748 -0.10757  0.0812
H -1.87308 3.26925 -0.51214  0.1112
H -4.07137 2.26493 3.51548  0.1153
H -2.08550 0.82835 3.84545  0.0550
O -1.49947 -0.95688 -2.34221  -0.4096

***

Formula: C29H29N4O4
Source: the Open Molecules 2025 dataset
Level of theory: ωB97M-V with the def2-TZVPD basis set

Results
Kohn-Sham gap ... 0.2004 Ha
Charge ... +1
E ... -1642.26662 a.u.
LUMO energy ... -4.30 eV

Each line ends with the Löwdin charge.
Positions of all 66 atoms, in Å:
C 0.53271 -7.48509 -5.57234  -0.0393
O 1.07828 -6.13979 -5.56906  -0.0577
C 1.23640 -5.51460 -4.37820  -0.2372
C 1.76769 -4.20167 -4.37093  0.0289
C 1.94125 -3.53567 -3.17655  0.0076
C 1.59917 -4.12832 -1.92929  -0.1416
C 1.77456 -3.40498 -0.69884  -0.1214
O 1.42442 -4.11743 0.40516  0.1204
C 1.54991 -3.54121 1.65452  -0.1395
C 2.01470 -2.21912 1.81349  -0.1324
C 2.09828 -1.72197 3.14345  0.0157
C 1.71615 -2.50734 4.21605  -0.0488
C 1.24357 -3.81267 4.01022  -0.0280
C 1.16261 -4.33405 2.72558  0.0236
C 2.33125 -1.49588 0.65248  0.0733
C 2.24277 -2.10118 -0.58964  0.0475
C 1.07486 -5.44107 -1.95531  0.0169
C 0.89356 -6.11921 -3.14574  0.0074
H 0.52103 -7.72693 -6.63326  0.0988
H 1.17576 -8.18372 -5.01849  0.1011
H -0.48338 -7.51012 -5.15372  0.1013
H 2.02784 -3.74566 -5.32202  0.1301
H 2.35125 -2.52720 -3.18647  0.1132
H 2.47139 -0.70554 3.27896  0.1305
H 1.77620 -2.11899 5.23245  0.1184
H 0.93859 -4.42180 4.85861  0.1216
H 0.80104 -5.33875 2.53340  0.1323
H 2.65446 -0.45886 0.74160  0.1291
H 2.52900 -1.56453 -1.49152  0.1255
H 0.79457 -5.95457 -1.03937  0.1264
H 0.48193 -7.12984 -3.13313  0.1115
C -5.18268 0.65930 1.06388  -0.0028
C -3.72953 0.77187 0.66938  -0.4321
O -3.14676 -0.18287 0.15558  0.0356
N -3.11738 2.02239 0.86295  0.0151
C -3.90627 3.19326 1.25992  -0.1206
C -3.38275 4.44898 0.59633  -0.1367
N -1.96806 4.59185 0.85125  -0.0980
C -1.43025 5.88349 0.49234  -0.1363
C -0.04720 6.05576 1.08240  -0.1223
N 0.82258 4.93121 0.72490  0.0163
C 2.19998 5.12849 0.52715  -0.4292
C 2.74548 6.49576 0.86127  -0.0017
O 2.93883 4.26342 0.05495  0.0372
C 0.25238 3.64573 0.66664  -0.0866
C 1.01538 2.47512 0.50725  -0.0787
N 0.48300 1.25453 0.45853  0.0425
C -0.83610 1.10234 0.57608  -0.0773
C -1.72480 2.18251 0.73539  -0.0876
C -1.15508 3.48500 0.78272  -0.0722
H -5.43520 1.24358 1.95576  0.0801
H -5.81518 0.96473 0.21589  0.1017
H -5.37623 -0.39897 1.26172  0.0918
H -4.94684 3.05382 0.96330  0.1158
H -3.86793 3.31927 2.35460  0.1422
H -3.58900 4.42109 -0.49235  0.1439
H -3.87339 5.33425 1.02488  0.1323
H -1.39211 6.00415 -0.60876  0.1442
H -2.11226 6.63852 0.90737  0.1322
H 0.37690 6.98547 0.69851  0.1178
H -0.12803 6.13748 2.17914  0.1417
H 2.25696 6.95810 1.72617  0.0793
H 3.81020 6.36714 1.07682  0.0931
H 2.65639 7.14933 -0.02042  0.1022
H 2.08788 2.53293 0.40162  0.0901
H -1.20479 0.08873 0.52474  0.0918

***

Formula: C29H29N9O4PbS2
Source: the Open Molecules 2025 dataset
Level of theory: ωB97M-V with the def2-TZVPD basis set

Results
Kohn-Sham gap ... 0.2230 Ha
E ... -2905.37522 a.u.
LUMO energy ... -0.28 eV

Each line ends with the Löwdin charge.
Positions of all 74 atoms, in Å:
Pb -0.10616 -0.20534 -0.57574  0.9688
C -0.83983 0.15189 4.79650  -0.0566
O 0.29494 0.98849 4.44454  0.0058
C 0.32231 0.96259 3.08616  -0.3226
N -0.61568 0.39944 2.45996  0.1375
C -1.59752 -0.02779 3.46246  -0.2522
C -2.14097 -1.41033 3.22779  -0.2024
C -3.45240 -1.70613 3.58547  -0.0509
C -3.96340 -2.98091 3.38530  -0.0943
C -3.16869 -3.96314 2.80746  -0.0862
C -1.86133 -3.66960 2.44640  -0.0813
C -1.34400 -2.40247 2.67033  -0.0599
C 1.43395 1.70522 2.44741  -0.1825
C 2.03316 2.78142 3.09382  0.0200
C 2.99860 3.49936 2.40853  -0.0261
C 3.32768 3.11442 1.11586  0.0210
C 2.67386 2.01523 0.57596  -0.1759
N 1.74580 1.32689 1.22483  0.1287
C 2.98115 1.54654 -0.80272  -0.3256
N 2.30582 0.69390 -1.45245  0.0513
C 2.99023 0.45891 -2.73408  -0.2470
C 4.14548 1.49058 -2.70444  -0.0431
O 4.07263 2.08098 -1.37826  0.0126
C 3.44835 -0.97401 -2.87148  -0.1919
C 3.77737 -1.74204 -1.76199  -0.0433
C 4.16284 -3.06597 -1.91480  -0.0776
C 4.23312 -3.62956 -3.18004  -0.0858
C 3.92191 -2.86205 -4.29376  -0.0787
C 3.53033 -1.54075 -4.13842  -0.0329
H -1.41847 0.65663 5.56556  0.1266
H -0.46369 -0.79654 5.18063  0.1318
H -2.43308 0.67584 3.40808  0.1460
H -4.07734 -0.93337 4.02152  0.1090
H -4.98212 -3.20514 3.67617  0.0982
H -3.57366 -4.95116 2.62958  0.1021
H -1.24157 -4.41953 1.97215  0.0988
H -0.32868 -2.17570 2.36533  0.0811
H 1.73650 3.04056 4.09941  0.1210
H 3.48020 4.35070 2.87111  0.1147
H 4.07428 3.63592 0.53491  0.1209
H 2.28450 0.67220 -3.53692  0.1146
H 4.02080 2.28962 -3.43202  0.1272
H 5.12511 1.03422 -2.82025  0.1303
H 3.70896 -1.31479 -0.76805  0.1128
H 4.38961 -3.66203 -1.04017  0.1051
H 4.51663 -4.66735 -3.29861  0.1016
H 3.96987 -3.29601 -5.28441  0.1023
H 3.27169 -0.94647 -5.00817  0.1165
N -2.70997 1.19400 -0.39550  -0.0248
N -3.71678 0.32624 0.04599  -0.0253
C -3.54849 -1.01084 -0.29702  -0.4642
N -4.70686 -1.72350 -0.23521  0.1856
N -2.39931 -1.47284 -0.62686  -0.0073
N -2.38983 -2.88345 -0.82691  -0.1788
O -3.27996 -3.26674 -1.81219  -0.1311
O -1.10731 -3.23340 -1.40546  -0.6732
H -2.64885 1.99138 0.21830  0.0828
H -2.82907 1.45970 -1.36929  0.0451
H -4.65836 0.63085 -0.16454  0.1275
H -5.44287 -1.38075 0.35620  0.1026
H -4.64064 -2.71789 -0.37950  0.0924
S 0.26768 -2.87231 -0.47757  0.4144
S -0.69429 0.44744 -3.23570  0.4625
C -2.20231 -0.41878 -3.38982  -0.7880
N -2.10086 -1.77986 -3.45770  0.0393
C -3.17111 -2.67003 -3.26854  -0.2433
C -4.46316 -2.04418 -3.59538  -0.0610
C -4.57379 -0.70298 -3.63313  -0.1060
C -3.43926 0.15668 -3.46078  -0.1704
H -1.17407 -2.15809 -3.35084  0.1068
H -2.99343 -3.60637 -3.78757  0.1419
H -5.31145 -2.69640 -3.75524  0.0991
H -5.54267 -0.25342 -3.82322  0.0994
H -3.52885 1.23308 -3.49321  0.0847